Entry from the OMol25 dataset: 10 unconnected molecules or ions with the total composition C43H113N9O17 at a distorted geometry (the ωB97M-V functional and the def2-TZVPD basis).

Its expectation value of S² is 0.7506. The calculation puts the LUMO energy (alpha / beta) at 2.1 / 2.1 eV. As for the spin multiplicity: 2. The electronic energy comes out at -94626.51375 eV. The charge is -1. The value obtained for the HOMO energy (alpha / beta) is 0.15 / -6.08 eV.

Geometry as XYZ:
```
182
Properties=species:S:1:pos:R:3:forces:R:3:lowdin_charge:R:1
C -6.3553 -1.6704 -3.7514 0.425 1.389 0.859 -0.098
O -6.2006 -0.2326 -3.9150 1.027 -0.210 1.364 -0.204
C -5.6944 0.3512 -2.6421 0.516 0.662 -0.873 -0.163
C -5.0349 1.7650 -2.8092 0.334 -0.141 0.751 -0.159
N -5.8456 2.8936 -2.2626 2.045 -1.650 -0.229 -0.030
C -6.8030 3.1488 -3.2348 -1.383 0.463 -2.474 -0.309
C -7.7601 4.1206 -2.7086 -1.594 0.828 -1.387 -0.249
O -8.4313 3.5626 -1.6043 -0.407 -0.265 0.340 -0.160
C -8.1675 4.2753 -0.4622 1.386 0.812 1.747 -0.156
H -5.4557 -2.0164 -3.2424 -0.086 -0.347 0.220 0.070
H -6.4252 -2.2521 -4.6706 -0.300 0.658 -0.263 0.079
H -7.2319 -1.7688 -3.1110 -0.068 -0.717 -0.026 0.081
H -4.9496 -0.2194 -2.0873 0.495 -0.908 -0.976 0.103
H -6.4278 0.3696 -1.8359 -0.980 0.404 -0.442 0.117
H -4.6822 2.0232 -3.8078 -1.057 -0.218 -0.600 0.116
H -4.0220 1.7495 -2.4067 -0.239 -0.195 1.178 0.092
H -6.3691 2.5847 -1.4561 0.445 -0.274 0.469 0.089
H -7.3577 2.3081 -3.6516 -0.157 -0.825 0.409 0.124
H -6.3720 3.5447 -4.1544 0.441 0.421 0.007 0.129
H -8.5786 4.3455 -3.3924 0.140 -0.058 -0.625 0.124
H -7.2262 5.0667 -2.6191 -0.124 0.180 1.181 0.129
H -8.5657 5.2900 -0.4580 -0.278 0.175 -0.181 0.086
H -7.0866 4.3560 -0.3468 0.327 0.382 0.012 0.082
H -8.4346 3.8127 0.4878 -0.751 -0.548 -0.380 0.088
C 2.8251 -3.5164 -1.5471 -0.971 -1.928 1.599 -0.170
O 2.4873 -2.4532 -2.3063 -0.873 3.821 -1.213 -0.223
C 1.9347 -1.2579 -1.6325 2.141 -0.003 0.421 -0.134
C 3.1493 -0.4107 -1.0823 -1.926 -0.501 0.289 -0.246
N 4.0425 -0.1022 -2.1385 0.371 1.365 -0.878 -0.051
C 5.1008 0.9109 -1.8582 -0.054 -1.654 -0.289 -0.218
C 4.6105 2.3469 -1.8458 -0.514 0.150 0.411 -0.223
O 5.6005 3.3799 -1.8265 -0.677 -0.050 -0.691 -0.196
C 6.7210 3.1500 -1.0121 0.018 -0.355 -0.081 -0.169
H 2.2066 -4.3035 -1.9783 0.470 -0.945 0.152 0.081
H 2.4909 -3.4434 -0.5121 -0.113 0.254 0.337 0.067
H 3.8715 -3.8082 -1.4568 0.285 0.311 -0.583 0.084
H 1.2762 -1.5585 -0.8176 -0.011 -0.159 0.112 0.098
H 1.3583 -0.6562 -2.3353 0.153 -0.396 -0.382 0.099
H 3.4856 -0.8960 -0.1661 1.054 -0.894 -0.082 0.092
H 2.8407 0.5031 -0.5745 -0.556 0.273 -0.504 0.055
H 4.1826 -0.8351 -2.8193 0.400 0.161 0.347 0.103
H 5.9072 0.8667 -2.5902 -0.067 -0.396 -0.209 0.115
H 5.5089 0.5508 -0.9138 0.444 0.745 0.382 0.074
H 3.9320 2.4603 -1.0003 -0.001 0.200 0.499 0.082
H 3.9712 2.5154 -2.7125 0.279 0.056 -0.298 0.115
H 7.3226 4.0562 -0.9423 -0.316 0.194 0.013 0.079
H 7.3588 2.4057 -1.4889 0.173 -0.332 0.296 0.072
H 6.3974 2.8268 -0.0226 0.269 -0.127 0.250 0.058
C -5.5573 5.3339 4.9735 -1.426 1.712 -0.402 -0.171
O -4.3651 4.7188 4.7762 0.795 -1.324 -0.056 -0.185
C -3.2398 5.5275 5.0854 0.093 -1.393 -1.296 -0.201
C -2.0981 4.9667 4.2244 -1.514 0.392 1.486 -0.226
N -1.7298 3.6244 4.6696 0.783 0.560 -1.076 -0.032
C -0.6263 3.2436 3.7719 0.019 -2.426 0.909 -0.175
C 0.0400 1.8685 4.1743 0.524 -0.184 -0.946 -0.198
O 0.6629 1.9454 5.4051 -0.307 2.475 2.546 -0.266
C 1.2837 0.8301 5.9907 -1.273 0.114 -1.071 -0.106
H -5.7188 6.1296 4.2463 0.478 0.909 -0.155 0.079
H -5.6060 5.7945 5.9602 -0.486 -0.160 0.293 0.089
H -6.4536 4.7838 4.6870 0.345 -1.108 0.760 0.088
H -2.9298 5.3878 6.1210 -0.369 0.517 0.394 0.123
H -3.4804 6.5444 4.7753 0.281 0.323 0.408 0.120
H -1.3203 5.7231 4.3282 0.639 -0.071 -0.502 0.119
H -2.5188 4.9046 3.2208 0.458 0.078 -0.193 0.114
H -1.4067 3.6270 5.6266 0.158 0.129 0.192 0.105
H 0.1553 3.9975 3.6775 0.124 0.148 0.091 0.085
H -1.1014 3.1213 2.7986 0.298 -0.171 -0.261 0.104
H 0.8644 1.6234 3.5045 -0.197 0.166 -0.954 0.092
H -0.5946 0.9823 4.1824 -0.836 0.188 -0.297 0.116
H 1.9265 0.4658 5.1893 0.471 -0.923 0.572 0.084
H 0.4768 0.1684 6.3057 0.143 -0.848 -0.319 0.085
H 1.7684 1.0903 6.9317 0.422 0.412 -0.398 0.083
C -1.5421 -3.8402 -7.9877 -0.317 -0.336 -1.658 -0.159
O -0.4973 -3.1396 -7.4279 0.640 0.497 1.972 -0.191
C -0.4101 -3.2938 -5.9785 1.884 -0.644 -0.405 -0.174
C 0.9376 -2.6493 -5.4508 -2.951 0.448 -1.288 -0.163
N 0.7742 -1.2274 -5.7925 -0.808 -2.258 0.744 -0.067
C 1.9768 -0.5088 -5.6639 -0.422 1.456 0.390 -0.238
C 1.5662 0.9496 -5.6994 2.889 0.572 -0.786 -0.203
O 1.4727 1.2937 -7.1068 -0.520 0.457 0.725 -0.185
C 1.7588 2.6457 -7.4248 -0.263 0.342 1.418 -0.121
H -1.5152 -4.9056 -7.7592 -0.343 -0.093 0.575 0.086
H -1.4100 -3.8249 -9.0696 0.362 0.115 -0.216 0.081
H -2.5219 -3.3706 -7.9007 -0.232 -0.122 0.845 0.088
H -0.3371 -4.3534 -5.7335 -0.146 -0.420 -0.241 0.107
H -1.2831 -2.9313 -5.4358 -0.026 0.556 -0.264 0.110
H 1.8129 -3.0293 -5.9776 0.102 -0.663 0.220 0.119
H 0.9272 -2.8388 -4.3774 0.587 0.218 -0.012 0.087
H 0.6361 -1.2610 -6.7924 -0.721 0.211 -0.186 0.101
H 2.5877 -0.7782 -6.5256 0.831 0.569 0.108 0.129
H 2.5395 -0.6274 -4.7380 -0.284 -0.662 0.171 0.107
H 2.4286 1.3852 -5.1947 0.676 1.050 -0.673 0.100
H 0.8069 1.3082 -5.0044 -1.055 -0.598 -0.688 0.121
H 2.8256 2.8589 -7.3567 0.309 -0.240 -0.696 0.083
H 1.3813 3.3161 -6.6527 -0.482 0.046 0.272 0.075
H 1.2659 2.9846 -8.3360 0.362 -0.518 -0.244 0.083
C -2.0492 -2.0655 1.8859 1.362 0.621 1.149 -0.053
O -0.7338 -1.6851 2.3968 -0.745 -1.484 1.207 -0.210
C 0.0742 -2.8514 2.4590 2.145 -0.387 -2.011 -0.231
C 1.5514 -2.5715 2.8393 -0.018 0.779 0.397 -0.192
N 2.5310 -3.5808 2.4046 -1.997 0.165 -0.054 -0.037
C 2.3862 -4.8063 3.1779 0.200 -1.666 -1.593 -0.237
C 3.4430 -5.0023 4.2144 0.199 0.010 0.243 -0.237
O 4.7448 -5.1764 3.6959 1.202 -0.115 -0.814 -0.218
C 5.0989 -6.3655 2.9589 -1.738 -0.050 0.408 -0.101
H -1.8724 -2.5825 0.9428 -0.636 0.708 -0.414 0.063
H -2.5800 -1.1176 1.9731 -0.353 -0.195 -1.034 0.094
H -2.5763 -2.7552 2.5452 0.198 -0.225 0.311 0.085
H 0.2185 -3.1325 1.4158 -0.053 -0.337 -0.618 0.092
H -0.2821 -3.7990 2.8628 -0.907 0.467 0.953 0.108
H 1.6898 -2.4199 3.9098 -0.369 0.314 0.355 0.104
H 1.7374 -1.6179 2.3453 0.465 0.100 0.058 0.104
H 3.4811 -3.2386 2.4227 0.053 0.204 0.126 0.090
H 2.4358 -5.6111 2.4444 0.286 -0.491 -0.049 0.092
H 1.3953 -5.0198 3.5785 -0.152 0.830 0.308 0.117
H 3.2720 -5.8030 4.9340 -0.511 -0.214 0.006 0.120
H 3.4114 -4.0480 4.7402 0.724 -0.014 0.465 0.116
H 6.1650 -6.5772 3.0418 -0.185 0.371 -0.007 0.086
H 4.7266 -6.4159 1.9357 0.550 1.075 -0.582 0.074
H 4.5181 -7.2363 3.2628 0.133 -0.303 1.182 0.065
C 2.2385 -9.3662 1.5063 -1.511 1.420 0.240 -0.089
O 1.5490 -8.0957 1.5022 -0.564 0.498 -0.553 -0.244
C 0.6168 -7.8847 0.3900 -0.312 0.398 1.430 -0.175
C -0.1775 -6.5505 0.6091 0.292 -0.337 -0.820 -0.179
N -1.4119 -6.4004 -0.2396 0.679 -0.804 0.147 -0.068
C -1.9845 -5.0292 -0.1841 0.572 -1.526 0.548 -0.202
C -1.2647 -4.1914 -1.1804 0.187 1.352 0.113 -0.255
O -2.0715 -3.0850 -1.5318 -0.441 0.507 -0.391 -0.203
C -1.4372 -2.1099 -2.3933 -0.926 -0.684 0.324 -0.047
H 1.5108 -10.1332 1.7713 -0.067 -0.441 -0.558 0.077
H 2.8903 -9.3321 2.3793 0.535 0.140 -0.505 0.078
H 2.6882 -9.4753 0.5194 0.413 -0.575 0.285 0.086
H -0.1460 -8.6611 0.4495 0.192 -0.535 -0.560 0.110
H 1.1782 -7.8239 -0.5423 -0.208 -0.390 -0.167 0.119
H 0.5263 -5.7737 0.3103 -0.200 0.404 0.436 0.107
H -0.4317 -6.5132 1.6684 0.181 0.327 0.236 0.113
H -2.0975 -7.0438 0.1294 -0.114 -0.126 -0.038 0.093
H -1.7922 -4.7395 0.8489 -0.577 0.850 0.046 0.091
H -3.0416 -5.0111 -0.4493 -0.053 -0.304 0.262 0.131
H -1.0462 -4.8197 -2.0439 0.348 0.082 -0.155 0.129
H -0.3870 -3.7928 -0.6716 0.732 -0.177 -0.466 0.101
H -0.7332 -2.6499 -3.0263 0.445 0.483 0.116 0.066
H -1.0834 -1.2519 -1.8216 0.648 -0.299 0.110 0.068
H -2.1958 -1.6678 -3.0392 -0.247 -0.284 -0.059 0.086
C -0.5791 5.9297 0.8601 -0.970 1.014 -0.659 -0.155
O 0.6940 5.8335 1.3385 2.473 -0.027 0.147 -0.182
C 1.3918 4.7503 0.7025 -0.774 -0.549 0.511 -0.205
C 2.7209 4.4932 1.3755 0.068 0.506 0.474 -0.183
N 2.7603 3.8451 2.7048 0.189 0.155 -0.392 -0.070
C 4.1566 3.7247 3.1784 -0.283 -0.333 0.414 -0.211
C 4.2503 3.1246 4.6002 1.155 1.393 -0.711 -0.228
O 3.8746 4.1286 5.5424 -0.368 0.229 0.038 -0.205
C 2.5111 4.0885 5.9813 1.307 -0.725 -0.100 -0.076
H -1.1318 5.0998 1.3003 -0.790 0.091 -0.712 0.077
H -0.5847 6.0876 -0.2184 -0.072 -1.376 -0.653 0.091
H -1.0160 6.9129 1.0345 -0.071 0.002 1.394 0.089
H 1.5639 4.8964 -0.3638 0.208 0.803 -0.199 0.123
H 0.6945 3.9137 0.6582 0.069 -0.592 0.552 0.098
H 3.1256 5.5001 1.4772 0.604 0.192 -0.246 0.123
H 3.3543 3.8982 0.7175 0.039 0.125 -0.144 0.101
H 2.4128 4.5095 3.3815 -0.771 -0.030 -0.113 0.087
H 4.5746 4.7310 3.2024 0.318 0.205 0.368 0.113
H 4.8254 3.1931 2.5015 -0.381 -0.520 -0.307 0.083
H 5.3238 3.0023 4.7449 0.172 -0.015 0.165 0.095
H 3.8580 2.1237 4.7803 -0.734 0.166 -0.209 0.103
H 2.3957 3.0489 6.2881 -0.765 0.457 0.420 0.059
H 1.7854 4.3140 5.2000 -0.020 0.006 -0.018 0.058
H 2.4264 4.8170 6.7877 -0.056 -0.191 0.067 0.090
C -0.5563 1.2562 -0.4663 -1.588 -2.222 0.159 -0.814
O -1.6854 1.1089 -0.8828 -2.533 0.754 -1.158 0.016
N -0.1901 0.6538 0.6173 0.403 -1.727 4.312 0.215
N 0.4239 1.7515 -1.1323 2.351 2.549 -2.619 0.200
H 0.7599 0.5857 0.9533 0.099 0.156 0.091 0.071
H -0.8900 0.0948 1.0841 0.343 0.214 0.067 0.085
H 1.3208 1.7870 -0.6693 0.214 0.078 -0.811 0.084
H 0.2077 1.8336 -2.1155 0.818 0.477 0.118 0.126
O 2.7012 1.3038 1.6439 -1.065 -0.735 -0.738 -0.162
H 2.7060 2.2207 1.9186 -0.328 0.680 0.748 -0.042
H 3.6243 1.0507 1.6365 1.036 -0.528 0.041 -0.036
O -4.3903 2.1581 0.7024 -0.434 0.037 0.018 -0.052
H -4.3398 2.2032 1.6572 -0.014 0.028 0.289 0.023
H -3.4794 2.2029 0.4116 0.464 -0.195 -0.404 0.002
```
Positions in Å, forces in eV/Å.